Computed, not measured: a structure of composition C13H7Cl3O2RhS in a non-equilibrium geometry, with ωB97M-V/def2-TZVPD.

Each line ends with the natural charge from an NBO analysis.
Positions of all 27 atoms, in Å:
1 Rh 1.5905 -1.2884 0.9090  0.978
2 Cl 3.5004 0.0273 0.7528  0.157
3 C 2.8172 1.6182 0.5369  -0.042
4 C 3.5734 2.5831 -0.0914  -0.217
5 C 3.0244 3.8424 -0.2786  -0.169
6 C 1.7411 4.1177 0.1611  -0.192
7 C 0.9991 3.1370 0.8016  -0.030
8 Cl -0.5803 3.4843 1.3721  0.078
9 C 1.5238 1.8538 1.0021  -0.273
10 S 0.5878 0.6557 1.8539  0.174
11 H 4.5739 2.3551 -0.4347  0.248
12 H 3.6040 4.6138 -0.7653  0.246
13 H 1.3047 5.0939 0.0018  0.252
14 Cl -5.2482 -2.9611 -1.0385  0.063
15 C -3.6090 -2.4839 -0.8853  -0.087
16 C -3.0757 -1.5294 -1.7718  -0.122
17 C -1.7706 -1.1365 -1.6722  -0.261
18 C -0.9048 -1.6794 -0.6877  0.412
19 O 0.3421 -1.3408 -0.7227  -0.587
20 C -1.4741 -2.6164 0.2336  -0.284
21 C -0.6972 -3.1896 1.2768  0.448
22 O 0.4754 -2.9121 1.5885  -0.582
23 C -2.8150 -3.0132 0.0978  -0.133
24 H -3.7167 -1.1056 -2.5332  0.249
25 H -1.3406 -0.4105 -2.3489  0.244
26 H -1.1935 -3.9773 1.8557  0.191
27 H -3.2318 -3.7381 0.7867  0.240

Calculated values
HOMO (spin up / spin down) (eV): -11.73 / -11.73
E_tot (eV): -69091.9343
ΔE to the lowest compared entry with this formula, charge and spin (eV): 0.733
Net charge: +1
Largest force on an atom (eV Å⁻¹): 2.998

Computed, not measured: a structure of composition C23H34EuNO2P2Se in a non-equilibrium geometry, with ωB97M-V/def2-TZVPD.

Each line ends with the Löwdin spin population.
Positions of all 64 atoms, in Å:
1 C -0.8109 3.8640 -1.7536  0.114
2 C -1.0632 2.5853 -1.1830  0.024
3 N -0.0676 2.0333 -0.3904  0.089
4 C 0.8795 2.8729 0.1113  0.007
5 C 0.9541 4.2358 -0.1970  0.118
6 C 0.1291 4.7154 -1.2103  -0.001
7 C -2.3116 1.9746 -1.4422  0.472
8 P -2.7039 0.3120 -0.9869  0.078
9 Eu -0.3768 -0.3399 0.9283  5.047
10 P 2.4251 0.6820 1.1475  -0.005
11 C 1.7838 2.3811 1.2662  -0.002
12 C -0.0643 -2.8344 0.3355  -0.013
13 C -1.1255 -3.4573 0.9707  -0.001
14 C -1.0812 -4.8697 1.1636  0.000
15 C 0.0302 -5.6010 0.7159  0.000
16 C 1.0676 -4.9418 0.0340  0.000
17 C 1.0195 -3.5347 -0.1431  -0.001
18 O -0.5608 1.9138 -5.4118  0.000
19 O -0.5112 -2.8215 -4.0010  0.000
20 H -1.4625 4.1926 -2.5619  0.003
21 H 1.6529 4.8760 0.3510  0.006
22 H 0.1887 5.7636 -1.4921  -0.003
23 C -4.3436 0.7562 -0.3022  0.040
24 C -3.2522 -0.8791 -2.3934  0.009
25 H 2.7013 2.9844 1.3669  0.000
26 H 1.2414 2.4403 2.2278  -0.002
27 H -0.9708 1.3269 -4.7362  0.000
28 H -2.5115 2.2043 -2.4873  0.018
29 C 2.9032 0.2291 2.8138  0.000
30 C 3.9627 0.8652 0.2485  -0.002
31 H -2.0240 -2.9147 1.3060  0.000
32 H -1.8850 -5.3828 1.6921  0.000
33 H 0.0864 -6.6826 0.8641  0.000
34 H 1.9422 -5.4945 -0.3112  0.000
35 H 1.8337 -3.0421 -0.6895  0.000
36 H 1.4013 -0.3088 -0.2661  0.000
37 H 0.3759 -3.1809 -3.8461  0.000
38 H -0.3759 -1.9034 -3.7541  0.000
39 H 0.3484 2.0778 -5.0673  0.000
40 H 2.1479 -0.4836 -0.4380  0.000
41 H -5.0421 0.9069 -1.1392  0.001
42 H -4.7729 0.0892 0.4605  0.002
43 H -4.1603 1.7385 0.1605  0.007
44 H -3.9499 -0.3995 -3.0909  0.001
45 H -2.4211 -1.3261 -2.9552  0.000
46 H -3.7741 -1.7464 -1.9636  0.002
47 H 4.6440 1.3890 0.9366  0.000
48 H 4.3760 -0.1144 -0.0377  0.000
49 H 3.8111 1.4636 -0.6690  0.000
50 H 3.7651 0.8717 3.0498  0.000
51 H 2.0782 0.3964 3.5230  0.000
52 H 3.1823 -0.8320 2.8356  0.000
53 Se -1.9303 0.8958 3.0147  -0.009
54 C -0.7882 0.0563 4.2465  0.000
55 C -0.3059 0.9325 5.2492  0.000
56 C 0.3726 0.4465 6.3583  0.000
57 C 0.5998 -0.9340 6.4893  0.000
58 C 0.1538 -1.8152 5.4985  0.000
59 C -0.5241 -1.3357 4.3752  0.000
60 H -0.5379 1.9934 5.1418  0.000
61 H 0.7098 1.1401 7.1233  0.000
62 H 1.1334 -1.3044 7.3552  0.000
63 H 0.3241 -2.8907 5.6062  0.000
64 H -0.9234 -2.0355 3.6303  0.000

Calculated values
⟨S²⟩: 12.057
HOMO (spin up / spin down) (eV): -6.44 / -5.25
E_tot (eV): -133232.2507
ΔE to the lowest compared entry with this formula, charge and spin (eV): 2.054
Largest force on an atom (eV Å⁻¹): 3.513
Multiplicity: 7

Computed, not measured: an isolated molecule of C7H9N3S in a non-equilibrium geometry, with ωB97M-V/def2-TZVPD.

Each line ends with the natural charge from an NBO analysis.
Positions of all 20 atoms, in Å:
1 C -1.6439 -0.1570 -0.6324  -0.612
2 C -0.4645 -0.9693 0.0184  0.049
3 C -0.8664 -1.6570 1.3292  -0.622
4 C -0.1787 -1.9483 -0.9396  0.242
5 N -0.0223 -2.7128 -1.7304  -0.281
6 N 0.9454 -0.0216 0.0351  -0.187
7 C 1.1763 0.7793 1.1019  -0.012
8 C 1.5820 2.0176 0.6396  -0.320
9 C 1.3613 2.1020 -0.7470  0.010
10 S 1.3603 3.3883 -1.7318  -0.151
11 N 0.9431 0.7911 -1.0829  -0.436
12 H -2.0622 0.5359 0.0533  0.225
13 H -1.1599 0.3678 -1.5016  0.245
14 H -2.3463 -0.8010 -1.1238  0.238
15 H -1.3059 -0.9512 2.0037  0.222
16 H -0.2031 -2.1949 1.9187  0.237
17 H -1.5796 -2.4404 1.1187  0.243
18 H 1.4034 0.6019 2.1054  0.238
19 H 1.9850 2.8837 1.1524  0.246
20 H 1.0762 0.3858 -1.9870  0.424

Calculated values
HOMO (eV): -8.05
E_tot (eV): -22707.4854
ΔE to the lowest compared entry with this formula, charge and spin (eV): 3.632
SMILES string: CC(C)(C#N)n1ccc(=S)[nH]1
Largest force on an atom (eV Å⁻¹): 5.234

Computed, not measured: an isolated molecule of C8H9FN2 in a non-equilibrium geometry, with ωB97M-V/def2-TZVPD.

Each line ends with the natural charge from an NBO analysis.
Positions of all 20 atoms, in Å:
1 C 1.4647 -1.8134 0.2116  0.215
2 C -1.7306 0.7189 0.0381  -0.223
3 C -0.5579 1.4245 -0.1748  -0.318
4 C -1.6987 -0.6809 0.4128  0.278
5 C -0.9264 -1.6087 -0.6136  -0.524
6 C 0.4842 -1.2639 -0.7218  -0.217
7 C 0.6654 1.1021 0.5714  0.502
8 C 2.0776 1.6187 0.4174  -0.705
9 N 2.3183 -2.1629 0.9151  -0.318
10 N -2.4759 -1.1570 1.3135  -0.597
11 F 0.5308 0.3172 1.6853  -0.334
12 H -2.7693 1.0133 -0.3003  0.241
13 H -0.5825 2.3224 -0.7732  0.231
14 H -0.8676 -2.6297 -0.2514  0.240
15 H -1.4512 -1.5817 -1.5153  0.235
16 H 0.8837 -0.7206 -1.5879  0.230
17 H 2.7976 1.0620 1.0647  0.258
18 H 2.1449 2.6132 0.8454  0.237
19 H 2.4428 1.6776 -0.5204  0.230
20 H -2.3337 -2.1458 1.4796  0.336

Calculated values
HOMO (spin up / spin down) (eV): -8.47 / -7.90
E_tot (eV): -14135.0478
ΔE to the lowest compared entry with this formula, charge and spin (eV): 2.657
Largest force on an atom (eV Å⁻¹): 4.150

Computed, not measured: a structure of composition C4H5NO2, with ωB97M-V/def2-TZVPD.

Each line ends with the natural charge from an NBO analysis.
Positions of all 12 atoms, in Å:
1 C -1.4313 0.7800 0.3749  -0.351
2 C -0.7042 -0.5273 -0.9072  -0.141
3 C 0.0294 -1.6467 -0.6681  -0.085
4 O 1.3038 -1.3034 -0.1613  -0.389
5 C 1.2612 -0.0138 -0.0089  0.777
6 O 2.3147 0.5789 0.5368  -0.632
7 N 0.1553 0.5543 -0.4627  -0.536
8 H -0.9834 1.4026 1.1561  0.183
9 H -2.0150 1.3683 -0.3215  0.237
10 H -2.0115 -0.0191 0.8312  0.221
11 H -0.1056 -2.7079 -0.8094  0.209
12 H 2.1866 1.5343 0.4401  0.505

Calculated values
HOMO (spin up / spin down) (eV): -8.13 / -8.13
E_tot (eV): -9808.6288
ΔE to the lowest compared entry with this formula, charge and spin (eV): 5.686
Largest force on an atom (eV Å⁻¹): 0.631

Computed, not measured: an isolated molecule of C3H3NO4 in a non-equilibrium geometry, with ωB97M-V/def2-TZVPD.

Each line ends with the natural charge from an NBO analysis.
Positions of all 11 atoms, in Å:
1 O 1.9600 -1.1391 -1.6440  -0.578
2 N 0.6082 -1.4884 -1.4401  -0.257
3 C 0.0076 -0.6457 -0.7209  0.737
4 O -1.3202 -0.7571 -0.4355  -0.434
5 C -1.5879 0.1600 0.5822  -0.053
6 C -0.5465 0.8992 0.8062  0.505
7 O -0.2751 2.0356 1.4819  -0.640
8 O 0.5579 0.2839 0.0807  -0.484
9 H 2.4867 -1.6529 -1.0453  0.464
10 H -2.6225 0.1874 0.9192  0.231
11 H 0.7317 2.1172 1.4155  0.509

Calculated values
HOMO (eV): -8.86
E_tot (eV): -12836.0588
ΔE to the lowest compared entry with this formula, charge and spin (eV): 4.264
SMILES string: O/N=c1/occ(O)o1
Largest force on an atom (eV Å⁻¹): 2.443

Computed, not measured: a structure of composition C26H33BN6O8SZn in a non-equilibrium geometry, with ωB97M-V/def2-TZVPD.

Each line ends with the Mulliken charge.
Positions of all 76 atoms, in Å:
1 Zn 3.2302 -18.1952 -2.6060  0.568
2 O 6.0248 -20.2735 -4.8498  -0.702
3 C 5.0773 -19.6826 -4.3417  0.014
4 N 5.0268 -18.8990 -3.2250  0.309
5 C 6.1158 -18.2108 -2.7958  0.102
6 O 7.3046 -18.4461 -2.9962  -0.696
7 C 5.8387 -16.9567 -2.0074  0.529
8 C 6.9215 -16.1520 -1.5880  -0.780
9 C 6.6759 -15.0384 -0.8113  -0.195
10 C 5.3287 -14.7206 -0.5132  -1.002
11 C 4.3510 -15.5691 -0.9967  -0.415
12 N 4.5743 -16.6703 -1.6886  0.300
13 C 3.7243 -19.8224 -5.0357  0.489
14 C 3.6145 -20.6758 -6.1499  -0.674
15 C 2.3686 -20.7260 -6.8070  -0.283
16 C 1.3333 -19.9080 -6.3432  -0.962
17 C 1.5274 -19.1325 -5.2051  -0.114
18 N 2.6940 -19.1208 -4.5699  0.305
19 H 7.9146 -16.4298 -1.9571  0.461
20 H 7.5073 -14.4044 -0.4451  0.378
21 H 5.0668 -13.8003 0.0071  0.421
22 H 3.3012 -15.3828 -0.8360  0.874
23 H 4.5319 -21.1629 -6.4830  0.492
24 H 2.2441 -21.3756 -7.6714  0.419
25 H 0.4027 -19.8130 -6.9194  0.414
26 H 0.7659 -18.4545 -4.8003  0.440
27 C -1.9123 -25.4652 -1.8224  -1.134
28 C -2.5209 -24.2038 -1.2529  -0.510
29 S -1.6256 -23.3434 0.0818  1.206
30 O -2.2983 -22.0364 0.1838  -0.653
31 O -1.5230 -24.2879 1.2008  -0.666
32 C 0.0563 -22.9776 -0.4461  -0.360
33 C 0.7653 -22.0614 0.5405  -1.620
34 N 1.8445 -21.2233 -0.0550  0.322
35 C 1.6975 -20.0226 -0.7137  0.527
36 N 2.8808 -19.5827 -1.1404  -0.284
37 C 3.8494 -20.4034 -0.6726  -0.462
38 C 3.2666 -21.4889 -0.0381  -0.164
39 N 3.9532 -22.5956 0.5352  1.025
40 O 5.1918 -22.5190 0.3553  -0.594
41 O 3.2666 -23.4617 1.0885  -0.642
42 C 0.4054 -19.3493 -0.9686  -0.454
43 H -2.5282 -25.8168 -2.6568  0.369
44 H -1.8878 -26.2759 -1.1135  0.325
45 H -0.9055 -25.3423 -2.2213  0.306
46 H -3.5332 -24.3717 -0.8478  0.390
47 H -2.5897 -23.4359 -2.0117  0.367
48 H -0.0264 -22.6239 -1.5024  0.475
49 H 0.5710 -23.9760 -0.4790  0.461
50 H 1.2614 -22.6490 1.3394  0.407
51 H 0.0547 -21.4010 1.0496  0.520
52 H 4.9146 -20.2727 -0.8131  0.611
53 H -0.4447 -20.0252 -0.7226  0.355
54 H 0.3091 -19.1852 -2.0519  0.036
55 H 0.3169 -18.4021 -0.4474  0.070
56 C -1.5917 -16.0993 -2.5249  -2.042
57 C -0.3305 -15.4908 -3.0694  1.824
58 C -0.5497 -14.7691 -4.3769  -1.932
59 O 0.5921 -16.6950 -3.4412  -0.103
60 B 1.6108 -16.6763 -2.5386  -0.195
61 O 1.6375 -15.6538 -1.6504  -0.709
62 C 0.4741 -14.6938 -2.0374  1.693
63 C -0.2400 -14.3586 -0.7698  -1.977
64 C 1.1658 -13.4663 -2.5931  -2.289
65 H -2.0361 -16.7478 -3.2732  0.523
66 H -2.3229 -15.2964 -2.3510  0.415
67 H -1.3957 -16.6637 -1.5909  0.196
68 H -1.1442 -15.4687 -4.9996  0.383
69 H 0.3861 -14.5061 -4.8267  0.395
70 H -1.1714 -13.8785 -4.2437  0.391
71 H -0.5288 -15.2400 -0.2341  0.373
72 H -1.1110 -13.7499 -0.9268  0.408
73 H 0.4582 -13.7800 -0.1776  0.444
74 H 1.7989 -13.6908 -3.4331  0.360
75 H 1.8098 -13.0669 -1.7884  0.500
76 H 0.4461 -12.6974 -2.8475  0.418

Calculated values
HOMO (eV): -6.98
E_tot (eV): -112747.5696
ΔE to the lowest compared entry with this formula, charge and spin (eV): 0.923
Largest force on an atom (eV Å⁻¹): 3.107